# 1
The following is a quantum chemistry calculation of a molecular structure, C18H15BrF3, from the OMol25 dataset.

Lowest unoccupied orbital energy in eV: 3.360
Energy relative to the best compared isomer or geometry (same formula, charge and spin) in eV: 8.220
Charge: -1
E in eV: -97098.6007
Frontier orbital gap in eV: 6.889

The geometry in XYZ format:
```
37
C18H15BrF3 | the OMol25 dataset | the ωB97M-V functional and the def2-TZVPD basis
Br -1.42376 -0.69324 -1.35102
F -2.33444 0.73121 0.81387
C -1.61682 1.79192 0.43456
C -1.90129 2.95420 1.17929
C -1.26261 4.14467 0.75071
C -0.34650 4.07476 -0.36373
C -0.08648 2.93537 -1.07727
C -0.79241 1.78193 -0.67483
H -2.56049 2.99602 2.03376
H -1.39832 5.07238 1.28676
H 0.10435 4.95183 -0.80405
H 0.49748 2.99341 -1.98392
H -0.65359 0.87798 -1.24928
F 1.67563 2.20028 2.48755
C 1.70305 1.70774 1.24319
C 0.72952 0.78646 0.87191
C 0.81389 0.25139 -0.40269
C 1.90154 0.55182 -1.22790
C 2.90593 1.43225 -0.81304
C 2.78854 2.00455 0.46522
H -0.16261 0.71444 1.47633
H -0.04217 -0.24540 -0.83484
H 1.84433 0.27300 -2.26971
H 3.73008 1.75525 -1.43179
H 3.56978 2.66272 0.81575
F -2.26051 -1.99192 0.47437
C -1.45606 -3.02116 0.27937
C -1.02510 -3.77724 1.33093
C -0.15568 -4.88232 1.13198
C 0.22454 -5.14927 -0.15729
C -0.15007 -4.28552 -1.23728
C -1.02463 -3.19987 -1.03590
H -1.31468 -3.56323 2.34914
H 0.14180 -5.55766 1.92054
H 0.67336 -6.10172 -0.39772
H 0.07322 -4.63739 -2.23363
H -1.40892 -2.53976 -1.79943
```

# 2
The following is a quantum chemistry calculation of C18H15Cl3N4O3S in the gas phase, from the OMol25 dataset.

Lowest unoccupied orbital energy in eV: -0.192
Energy relative to the best compared isomer or geometry (same formula, charge and spin) in eV: 0.208
Charge: 0
E in eV: -79413.4139
Frontier orbital gap in eV: 8.079

The geometry in XYZ format:
```
44
C18H15Cl3N4O3S | the OMol25 dataset | the ωB97M-V functional and the def2-TZVPD basis
C -2.44457 2.85688 0.41185
C -1.04568 2.33919 0.19729
N 0.02534 2.94601 0.53873
N 0.02377 4.12345 1.16066
C 1.18825 4.74437 1.48485
N 2.33398 4.15983 1.15936
C 3.47853 4.72938 1.45961
Cl 4.88669 3.88230 0.99195
C 3.56941 5.95425 2.12059
Cl 5.08515 6.66847 2.49694
C 2.38023 6.58988 2.47039
C 1.18160 5.98688 2.15388
Cl -0.31582 6.74738 2.57234
C -0.85076 1.03618 -0.44694
C 0.38891 0.74015 -1.02617
C 0.60217 -0.47636 -1.64150
C -0.42104 -1.40635 -1.67512
S -0.12755 -2.98462 -2.45315
O 0.54228 -2.80519 -3.70560
O -1.34297 -3.74949 -2.43019
N 1.02596 -3.60907 -1.39748
C 0.49899 -4.08299 -0.13266
C -0.38746 -5.27977 -0.27330
C -1.62141 -5.56558 0.22838
C -1.96325 -6.84654 -0.27050
C -0.91382 -7.23828 -1.03826
O 0.04884 -6.30020 -1.04091
C -1.64663 -1.14451 -1.09724
C -1.86487 0.07753 -0.48536
H -2.81409 2.56645 1.39584
H -2.47157 3.94405 0.34351
H -3.11502 2.45905 -0.34372
H -0.83826 4.60573 1.41769
H 2.40538 7.53931 2.98136
H 1.16558 1.48601 -0.97627
H 1.54273 -0.72259 -2.10658
H 1.57625 -4.30917 -1.87525
H -0.07176 -3.26383 0.31042
H 1.35227 -4.30820 0.51800
H -2.21288 -4.94223 0.86660
H -2.86683 -7.38984 -0.08554
H -0.73394 -8.12398 -1.61420
H -2.41220 -1.90340 -1.14267
H -2.81994 0.26944 -0.02162
```

# 3
The following is a quantum chemistry calculation of a molecular structure, C18H15Cl5N2ORuS4Si, from the OMol25 dataset.

Lowest unoccupied orbital energy in eV: 3.904
Energy relative to the best compared isomer or geometry (same formula, charge and spin) in eV: 0.000
Charge: -2
E in eV: -140350.8159
Frontier orbital gap in eV: 5.694

The geometry in XYZ format:
```
47
C18H15Cl5N2ORuS4Si | the OMol25 dataset | the ωB97M-V functional and the def2-TZVPD basis
Ru 0.80282 -0.29068 0.45735
Cl -0.99221 -0.59900 -2.50517
C -0.29853 -2.02457 -1.79025
C 0.22448 -2.01264 -0.46961
C 0.54247 -3.32125 -0.01257
Cl 1.06158 -3.57744 1.61890
C 0.48036 -4.46972 -0.80000
Cl 0.91768 -6.02578 -0.16478
C 0.06933 -4.39284 -2.12352
Cl 0.04048 -5.80299 -3.13365
C -0.34141 -3.16042 -2.60446
Cl -0.89879 -3.06585 -4.24921
S 0.37166 -0.69628 2.69795
C 1.71318 0.21550 3.10827
S 3.18207 -0.81736 1.07491
C 2.14229 0.63131 4.35884
C 3.35447 1.34809 4.55518
N 4.34393 1.90864 4.75784
C 1.41663 0.27356 5.52957
N 0.84198 -0.01485 6.48902
S 2.44603 2.11665 1.26966
C 2.42736 0.56030 1.83211
C -4.47326 1.72761 -1.51531
Si -3.53092 2.15435 0.05998
C -3.24158 4.01631 0.05138
C -4.66679 1.77238 1.51236
C -1.99746 1.24989 0.16253
C -0.93579 0.64480 0.28713
H -5.42966 2.25949 -1.56098
H -4.66854 0.65358 -1.56371
H -3.88473 1.99684 -2.39620
H -4.18183 4.57213 0.12846
H -2.73460 4.31756 -0.86908
H -2.59842 4.29733 0.88848
H -5.56894 2.39255 1.49755
H -4.13852 1.94535 2.45281
H -4.96642 0.72156 1.49234
C 2.92245 -1.38549 -2.49115
S 2.55480 0.36783 -2.45399
C 4.11093 0.92797 -1.76068
O 1.44691 0.56463 -1.46097
H 3.90528 -1.53686 -2.93895
H 2.15169 -1.88407 -3.07610
H 2.90049 -1.72754 -1.45524
H 4.81476 0.98907 -2.59444
H 4.44313 0.26985 -0.95977
H 3.91917 1.91049 -1.33282
```

# 4
The following is a quantum chemistry calculation of a molecular structure, C18H15F3MoS3SbSe2Te3, from the OMol25 dataset.

⟨S²⟩: 0.775
Lowest unoccupied orbital energy (spin up / spin down) in eV: 3.057 / 3.219
Energy relative to the best compared isomer or geometry (same formula, charge and spin) in eV: 0.361
Charge: -2
E in eV: -220536.6340
Multiplicity: 2
Frontier orbital gap (spin up / spin down) in eV: 4.199 / 4.216

The geometry in XYZ format:
```
46
C18H15F3MoS3SbSe2Te3 | the OMol25 dataset | the ωB97M-V functional and the def2-TZVPD basis
Mo 1.77254 3.77860 0.45250
Se 1.55494 3.67970 3.03730
Te 3.86124 4.31980 3.75520
Te 5.09384 2.23210 2.50290
Se 3.88694 2.67580 0.25310
S 4.12474 6.60970 -2.80670
Sb 2.00014 6.25060 -2.08250
S 1.81044 3.77440 -1.96240
S 2.15984 6.01860 0.46560
C 1.89884 -6.00130 0.42440
C 1.90984 -4.49830 0.41830
C 2.88664 -3.78080 -0.25410
C 2.88504 -2.39410 -0.27060
C 3.96494 -1.66980 -1.01130
C 1.87904 -1.68680 0.39360
Te 1.80844 0.47430 0.24890
C 0.90544 -2.39770 1.09380
C -0.20506 -1.72950 1.85100
C 0.93414 -3.78520 1.09440
H 2.72504 -6.39820 -0.16200
H 0.96424 -6.37450 0.00350
H 1.98154 -6.38130 1.44390
H 3.66514 -4.31350 -0.78450
H 4.64684 -2.36740 -1.49560
H 4.53294 -1.03700 -0.32760
H 3.52744 -1.01620 -1.76800
H -0.09656 -0.64740 1.81870
H -0.19756 -2.05160 2.89230
H -1.17146 -1.99080 1.41870
H 0.16404 -4.32500 1.63360
F -6.46436 -0.64980 -1.15890
C -6.31716 0.66450 -1.47030
F -6.53446 0.71820 -2.81130
F -7.38126 1.27950 -0.91750
C -5.00636 1.22130 -1.04900
C -3.83036 0.61540 -1.50290
C -2.60736 1.09310 -1.09920
C -2.52146 2.20630 -0.23950
C -3.71326 2.80470 0.20560
C -4.93616 2.31630 -0.18890
C -1.27076 2.72210 0.12900
C -0.18876 3.22940 0.39760
H -3.90296 -0.23180 -2.17170
H -1.69286 0.62490 -1.44150
H -3.65586 3.65190 0.87460
H -5.85006 2.76700 0.16770
```

# 5
The following is a quantum chemistry calculation of C18H15F4N3O4 in the gas phase, from the OMol25 dataset.

Lowest unoccupied orbital energy in eV: -0.126
Energy relative to the best compared isomer or geometry (same formula, charge and spin) in eV: 0.000
Charge: 0
E in eV: -42439.5434
Frontier orbital gap in eV: 8.440

The geometry in XYZ format:
```
44
C18H15F4N3O4 | the OMol25 dataset | the ωB97M-V functional and the def2-TZVPD basis
C -8.64849 -0.14205 2.55628
O -7.45907 -0.70678 2.05963
C -6.40801 0.11607 1.79345
C -6.40988 1.49653 1.96766
C -5.27285 2.23218 1.66159
C -4.13502 1.61882 1.18620
C -4.12281 0.23142 1.00684
C -2.94207 -0.44176 0.51209
N -1.88056 0.20174 0.23575
N -0.81239 -0.46907 -0.21777
C 0.36571 0.11343 -0.52546
O 0.65173 1.28988 -0.45610
C 1.38116 -0.93715 -1.00286
O 1.09319 -2.11670 -1.08735
N 2.55632 -0.34672 -1.28750
C 3.75092 -0.91264 -1.70878
C 3.89443 -2.27122 -1.97691
C 5.11415 -2.77420 -2.39021
C 6.20454 -1.93722 -2.55070
C 6.08084 -0.58154 -2.29318
C 4.86560 -0.07897 -1.86897
O 4.67544 1.30228 -1.62901
C 5.45261 1.91038 -0.72576
F 6.70304 2.19159 -1.20096
F 4.90508 3.11703 -0.47084
C 5.63882 1.18536 0.63903
F 6.55679 0.20710 0.54402
F 4.47765 0.60987 1.00156
C -5.25968 -0.50853 1.31120
H -9.33361 -0.97653 2.69684
H -9.08463 0.56722 1.84553
H -8.48612 0.35741 3.51681
H -7.28384 2.00842 2.33814
H -5.28934 3.30276 1.80192
H -3.24723 2.18006 0.94709
H -3.00208 -1.53100 0.38704
H -0.85148 -1.48891 -0.34453
H 2.55481 0.66282 -1.13851
H 3.04257 -2.91848 -1.84969
H 5.21081 -3.83017 -2.58956
H 7.15428 -2.33066 -2.87590
H 6.92487 0.07882 -2.41554
H 5.95077 1.89910 1.41492
H -5.27697 -1.58001 1.18248
```

# 6
The following is a quantum chemistry calculation of a molecular structure, C18H15F4N7Pt, from the OMol25 dataset.

⟨S²⟩: 2.053
Lowest unoccupied orbital energy (spin up / spin down) in eV: -8.213 / -8.468
Energy relative to the best compared isomer or geometry (same formula, charge and spin) in eV: 0.000
Charge: +2
E in eV: -43435.9748
Multiplicity: 3
Frontier orbital gap (spin up / spin down) in eV: 6.071 / 5.979

The geometry in XYZ format:
```
45
C18H15F4N7Pt | the OMol25 dataset | the ωB97M-V functional and the def2-TZVPD basis
Pt 0.18773 0.28280 0.62818
C 1.59622 -1.67021 2.47906
C 0.21212 -1.34502 3.06402
N -0.14595 0.06186 2.77581
C 0.65147 1.06374 3.53456
C 0.90835 2.31342 2.70266
N 1.35880 1.99208 1.32252
C 2.77695 1.60659 1.12437
C 3.06026 0.20385 1.64634
N 1.94932 -0.75985 1.33925
H 1.59790 -2.69678 2.11852
H 2.37784 -1.60016 3.23381
H 0.19774 -1.53580 4.13917
H -0.55692 -1.96639 2.60628
H -1.13630 0.19982 2.95471
H 1.57899 0.58986 3.84408
H 0.12485 1.33895 4.44914
H 1.63550 2.95744 3.20254
H -0.01781 2.87927 2.59760
H 1.16668 2.79865 0.73679
H 3.44258 2.32115 1.61472
H 2.96292 1.66242 0.05184
H 3.21291 0.21336 2.72177
H 3.98732 -0.16367 1.20707
H 2.24265 -1.33791 0.55885
F 0.00357 2.45586 -3.10386
C -0.85907 2.73621 -4.09032
C -0.43913 3.43844 -5.15439
F 0.81381 3.83322 -5.20326
C -1.33320 3.77434 -6.25251
C -2.70594 3.32696 -6.07327
C -3.10841 2.61337 -5.00156
F -4.37015 2.23854 -4.90426
C -2.20448 2.24878 -3.94354
C -2.59079 1.49195 -2.85997
C -1.71520 1.13076 -1.80478
N -1.16643 0.75834 -0.86264
C -3.89023 0.92498 -2.65164
N -4.92480 0.45364 -2.49136
F -3.58468 3.62991 -6.99781
C -0.91320 4.44227 -7.36323
C -1.77057 4.78448 -8.45668
N -2.39810 5.09678 -9.36635
C 0.43980 4.86888 -7.55974
N 1.51384 5.21364 -7.77397
```